No. 1
This record from the OMol25 dataset describes a structure of composition C30H75F6K2N3O32P5S6 in a non-equilibrium geometry. The level of theory is ωB97M-V/def2-TZVPD.

Atoms and positions in Å:
K -13.527 13.201 11.088
K -11.200 15.477 15.320
N -4.171 19.135 17.476
S -4.520 19.194 19.182
O -3.341 18.827 19.995
O -5.802 18.996 19.871
F -4.361 20.796 19.338
S -4.807 17.826 17.374
O -6.273 17.830 17.272
O -4.173 16.680 18.012
F -4.394 17.606 15.840
N -9.335 12.114 12.761
S -9.074 10.610 13.500
O -7.894 10.374 14.356
O -9.743 9.521 12.834
F -10.078 10.929 14.755
S -7.973 11.980 12.017
O -7.821 10.879 11.058
O -6.829 12.482 12.722
F -8.222 13.102 10.970
N -7.026 21.460 9.851
S -6.463 22.136 8.315
O -7.497 22.283 7.352
O -5.039 22.044 7.834
F -6.482 23.636 8.925
S -6.512 20.137 9.446
O -5.268 19.870 10.092
O -6.848 19.505 8.177
F -7.548 19.405 10.444
C -11.924 17.758 23.292
C -10.926 16.655 22.803
O -11.665 15.406 22.893
P -11.474 14.254 21.790
O -11.610 14.679 20.344
O -10.051 13.624 22.101
C -8.876 13.826 21.348
C -8.778 12.830 20.202
O -12.518 13.091 22.316
C -12.566 11.966 21.506
C -11.859 10.897 22.375
H -12.690 17.993 22.553
H -12.471 17.528 24.206
H -11.498 18.715 23.594
H -10.615 16.784 21.767
H -10.015 16.545 23.393
H -8.946 14.844 20.966
H -8.024 13.754 22.025
H -7.889 12.912 19.577
H -8.683 11.803 20.554
H -9.770 12.854 19.749
H -13.553 11.628 21.189
H -12.070 11.953 20.535
H -10.851 11.237 22.609
H -12.530 10.703 23.212
H -11.772 9.908 21.923
C -9.561 7.194 6.198
C -10.946 7.517 6.782
O -11.806 7.747 5.687
P -11.746 9.176 4.901
O -11.865 10.345 5.827
O -12.968 9.152 3.819
C -14.331 8.942 4.191
C -14.648 7.533 3.662
O -10.455 9.156 3.872
C -10.052 10.352 3.379
C -8.821 10.822 4.226
H -9.070 8.140 5.968
H -8.921 6.750 6.960
H -9.637 6.675 5.242
H -11.314 6.766 7.480
H -10.816 8.376 7.441
H -14.351 9.079 5.272
H -14.940 9.751 3.789
H -14.568 7.553 2.575
H -14.047 6.709 4.045
H -15.728 7.429 3.769
H -9.817 10.051 2.358
H -10.856 11.077 3.246
H -7.968 10.156 4.098
H -8.649 11.780 3.735
H -9.143 11.019 5.248
C -3.308 7.609 10.764
C -1.946 7.233 10.249
O -1.988 7.484 8.802
P -1.128 8.643 8.115
O 0.343 8.670 8.373
O -1.919 9.991 8.505
C -1.602 11.183 7.831
C -2.788 12.130 7.907
O -1.524 8.484 6.528
C -1.013 7.452 5.773
C 0.508 7.440 5.668
H -4.149 7.192 10.209
H -3.470 7.334 11.806
H -3.313 8.693 10.641
H -1.207 7.818 10.797
H -1.705 6.193 10.471
H -0.644 11.612 8.126
H -1.396 10.968 6.782
H -2.827 12.868 7.106
H -3.708 11.583 7.703
H -2.901 12.535 8.913
H -1.353 6.523 6.231
H -1.496 7.529 4.799
H 0.905 6.952 6.559
H 0.882 6.798 4.870
H 0.867 8.454 5.491
C -15.970 5.066 13.265
C -15.511 6.203 14.202
O -16.675 6.793 14.807
P -16.400 7.985 15.852
O -15.720 9.182 15.334
O -17.867 8.175 16.560
C -18.152 9.353 17.338
C -19.623 9.760 17.085
O -15.578 7.189 17.009
C -16.033 6.180 17.859
C -16.143 4.772 17.211
H -16.354 5.503 12.344
H -15.149 4.386 13.039
H -16.840 4.583 13.711
H -14.814 5.878 14.975
H -15.038 6.994 13.620
H -18.025 9.116 18.395
H -17.507 10.214 17.161
H -19.746 10.243 16.115
H -20.306 8.911 17.063
H -19.965 10.380 17.914
H -15.392 6.089 18.736
H -17.015 6.465 18.237
H -15.123 4.576 16.883
H -16.390 4.064 18.002
H -16.856 4.783 16.386
C -6.651 1.028 11.028
C -7.105 0.328 12.300
O -8.109 1.148 12.962
P -8.764 0.474 14.282
O -7.764 -0.318 15.124
O -9.535 1.727 15.061
C -8.815 2.888 15.440
C -9.573 3.904 16.215
O -9.991 -0.465 13.678
C -9.710 -1.728 13.111
C -10.491 -1.732 11.826
H -7.511 1.271 10.403
H -6.106 1.961 11.170
H -5.934 0.437 10.458
H -7.304 -0.699 11.994
H -6.298 0.110 12.999
H -8.045 2.575 16.144
H -8.389 3.296 14.523
H -10.009 3.331 17.033
H -8.943 4.599 16.771
H -10.396 4.373 15.676
H -8.670 -2.014 12.952
H -10.296 -2.485 13.632
H -11.572 -1.843 11.915
H -10.247 -0.937 11.122
H -10.257 -2.665 11.313

- charge = -1
- energy relative to the best compared isomer or geometry (same formula, charge and spin) (kcal per mole) = 285.0
- gap between HOMO and LUMO (eV) = 3.83
- multiplicity = 1


No. 2
This record from the OMol25 dataset describes a structure of composition C7H12LiN4O3S in a non-equilibrium geometry. The level of theory is ωB97M-V/def2-TZVPD.

Atoms and positions in Å:
Li 1.393 -0.098 2.691
O -0.587 -1.438 -1.709
C 0.015 -0.714 -2.485
O -1.934 0.824 -0.927
C -1.378 1.264 -1.909
O -1.558 2.521 -2.412
N -0.417 0.605 -2.741
C -0.743 2.704 -3.607
C 0.159 1.504 -3.736
H -0.184 3.636 -3.483
H -1.409 2.777 -4.477
H 1.199 1.766 -3.502
H 0.139 1.072 -4.743
C 1.239 -1.082 -3.233
C 2.045 -2.036 -2.740
H 1.446 -0.542 -4.165
H 1.836 -2.486 -1.767
H 2.910 -2.365 -3.318
N -0.402 -1.064 3.009
N -0.696 -1.151 4.430
C 0.057 -0.439 5.305
N -0.365 -0.509 6.584
S 1.443 0.452 4.883
H -0.425 -2.020 2.638
H -1.182 -0.581 2.540
H -1.612 -1.512 4.708
H 0.176 -0.022 7.288
H -1.161 -1.066 6.877

- charge = +1
- energy relative to the best compared isomer or geometry (same formula, charge and spin) (kcal per mole) = 17.1
- gap between HOMO and LUMO (eV) = 8.93
- multiplicity = 1


No. 3
This record from the OMol25 dataset describes a structure of composition C39H54B2BrCrIN12. The level of theory is ωB97M-V/def2-TZVPD.

Atoms and positions in Å:
Cr 0.076 -0.558 0.139
C -1.462 -5.231 1.980
C -0.838 -4.423 0.896
C -0.163 -4.855 -0.222
C 0.234 -3.711 -0.929
N -0.212 -2.618 -0.263
N -0.851 -3.085 0.855
B -1.748 -2.169 1.680
N -0.918 -1.121 2.466
N 0.445 -1.040 2.384
C 0.844 -0.336 3.458
C -0.281 0.032 4.215
C -1.377 -0.464 3.547
C -2.823 -0.363 3.895
C 2.266 -0.163 3.945
C 2.362 1.077 4.840
C 3.293 -0.031 2.827
C 2.589 -1.423 4.769
N -2.629 -1.360 0.721
N -2.139 -0.225 0.150
C -3.202 0.425 -0.372
C -4.342 -0.378 -0.218
C -3.943 -1.490 0.496
C -4.749 -2.635 1.005
C -3.313 1.894 -0.761
C -2.149 2.480 -1.550
C -3.430 2.673 0.563
C -4.588 2.115 -1.589
C 1.010 -3.883 -2.231
C 0.045 -4.530 -3.242
C 1.597 -2.639 -2.886
C 2.175 -4.854 -1.969
H -1.131 -6.264 1.903
H -2.550 -5.212 1.900
H -1.195 -4.847 2.963
H 0.028 -5.881 -0.485
H -2.407 -2.808 2.439
H -0.307 0.605 5.126
H -2.967 0.433 4.622
H -3.177 -1.298 4.335
H -3.431 -0.158 3.013
H 2.053 1.967 4.289
H 3.394 1.213 5.165
H 1.744 0.983 5.733
H 3.082 0.836 2.199
H 3.311 -0.927 2.219
H 4.286 0.099 3.261
H 1.897 -1.535 5.605
H 3.604 -1.364 5.165
H 2.511 -2.313 4.140
H -5.345 -0.161 -0.536
H -5.771 -2.557 0.645
H -4.764 -2.641 2.096
H -4.329 -3.585 0.673
H -1.193 2.286 -1.061
H -2.281 3.562 -1.615
H -2.131 2.093 -2.565
H -2.479 2.653 1.097
H -4.203 2.242 1.202
H -3.691 3.715 0.364
H -4.656 1.393 -2.404
H -4.571 3.114 -2.027
H -5.488 2.036 -0.978
H -0.838 -3.905 -3.390
H -0.288 -5.512 -2.904
H 0.548 -4.651 -4.202
H 0.830 -2.080 -3.403
H 2.331 -2.953 -3.630
H 2.106 -1.989 -2.178
H 1.841 -5.783 -1.513
H 2.922 -4.396 -1.320
H 2.656 -5.103 -2.917
C 0.098 0.737 -3.847
C -0.461 -0.011 -2.821
N 0.246 0.154 -1.702
N 1.259 1.002 -1.982
C 1.191 1.362 -3.267
B 2.329 1.333 -0.918
N 1.583 1.924 0.287
C 1.808 3.032 1.001
C 0.785 3.177 1.921
C -0.048 2.087 1.694
N 0.442 1.338 0.707
N 2.905 -0.036 -0.497
C 4.116 -0.582 -0.643
C 4.060 -1.893 -0.199
C 2.741 -2.074 0.203
N 2.056 -0.944 0.017
H -0.241 0.815 -4.865
H -1.337 -0.641 -2.824
H 1.909 2.041 -3.694
H 3.168 2.064 -1.338
H 2.665 3.658 0.811
H 0.642 3.973 2.631
H -0.978 1.831 2.172
H 4.948 -0.022 -1.036
H 4.859 -2.614 -0.179
H 2.269 -2.942 0.633
Br -0.385 7.134 1.226
C 0.829 7.476 -0.187
C 1.602 8.627 -0.126
C 2.511 8.909 -1.131
C 2.661 8.035 -2.197
C 1.893 6.884 -2.260
C 0.968 6.604 -1.264
I -0.202 4.875 -1.441
H 1.486 9.295 0.716
H 3.104 9.812 -1.077
H 3.373 8.246 -2.983
H 2.007 6.198 -3.088

- charge = +1
- energy relative to the best compared isomer or geometry (same formula, charge and spin) (kcal per mole) = 0.0
- expectation value of S² = 0.757
- gap between HOMO and LUMO (alpha / beta) (eV) = 6.57 / 7.09
- multiplicity = 2


No. 4
This record from the OMol25 dataset describes a structure of composition C10H20Br10 in a non-equilibrium geometry. The level of theory is ωB97M-V/def2-TZVPD.

Atoms and positions in Å:
Br -2.355 -0.519 0.859
C -3.762 0.610 1.673
C -3.608 2.126 1.376
Br -1.881 2.762 2.143
H -3.760 0.447 2.751
H -4.710 0.131 1.430
H -4.394 2.771 1.768
H -3.467 2.247 0.302
Br 0.491 -0.881 1.839
C -0.557 -1.076 3.538
C -1.546 0.087 3.790
Br -1.969 0.301 5.696
H 0.135 -1.278 4.356
H -1.071 -2.034 3.456
H -2.484 -0.195 3.310
H -1.319 1.060 3.354
Br 3.105 -1.058 -3.422
C 1.341 -1.730 -4.160
C 0.679 -2.595 -3.157
Br -1.163 -3.176 -3.717
H 1.489 -2.395 -5.011
H 0.745 -0.845 -4.383
H 0.555 -2.289 -2.119
H 1.319 -3.468 -3.030
Br 3.960 0.154 1.182
C 4.101 0.148 -0.782
C 3.125 1.292 -1.298
Br 3.461 1.534 -3.257
H 3.843 -0.849 -1.139
H 5.144 0.310 -1.056
H 3.395 2.224 -0.803
H 2.099 0.925 -1.263
Br 0.505 2.193 0.993
C 0.175 0.503 0.085
C -0.433 0.832 -1.247
Br -0.962 -0.908 -2.007
H -0.446 -0.071 0.772
H 1.137 -0.010 0.060
H 0.397 1.273 -1.799
H -1.316 1.449 -1.085

- energy relative to the best compared isomer or geometry (same formula, charge and spin) (kcal per mole) = 239.7
- gap between HOMO and LUMO (eV) = 8.54
- multiplicity = 1


No. 5
This record from the OMol25 dataset describes a structure of composition C3H5F7FeNbO2S in a non-equilibrium geometry. The level of theory is ωB97M-V/def2-TZVPD.

Atoms and positions in Å:
O -1.978 1.675 -0.340
S -1.246 0.556 -0.961
O -1.706 0.304 -2.326
Nb -1.919 -1.621 0.300
C 0.624 1.028 -1.069
F 1.149 0.165 -1.927
F 0.694 2.235 -1.593
C 1.314 0.881 0.309
F 0.414 1.034 1.295
F 1.752 -0.391 0.382
C 2.524 1.857 0.544
F 3.202 2.045 -0.578
F 3.310 1.264 1.437
F 2.057 2.988 1.046
H -0.242 -2.639 0.169
H -2.572 -2.393 -1.252
H -3.556 -0.949 0.604
H -1.460 -1.040 1.991
H -2.544 -3.099 1.112
Fe 0.185 -3.900 0.857

- charge = +2
- expectation value of S² = 9.137
- gap between HOMO and LUMO (alpha / beta) (eV) = 7.37 / 5.86
- multiplicity = 6


No. 6
This record from the OMol25 dataset describes an isolated molecule of C3H4N2OS in a non-equilibrium geometry. The level of theory is ωB97M-V/def2-TZVPD.

Atoms and positions in Å:
C -0.285 -0.170 -1.392
C -0.314 0.429 -0.002
S -1.515 -0.578 1.211
N -0.269 -0.875 2.219
N 0.856 -0.444 1.958
C 1.003 0.308 0.785
O 2.034 0.810 0.440
H -1.281 -0.471 -1.712
H 0.369 -1.036 -1.426
H 0.081 0.576 -2.095
H -0.679 1.450 0.016

- energy relative to the best compared isomer or geometry (same formula, charge and spin) (kcal per mole) = 48.9
- gap between HOMO and LUMO (eV) = 8.81
- SMILES = C[C@H]1SN=NC1=O
- multiplicity = 1


No. 7
This record from the OMol25 dataset describes the ion C3H7NO2 with charge +1 in a non-equilibrium geometry. The level of theory is ωB97M-V/def2-TZVPD.

Atoms and positions in Å:
O 1.514 1.416 0.401
C 0.764 0.609 -0.099
N -0.493 0.517 0.553
C -1.583 -0.376 0.315
O -1.198 -1.707 0.274
C 1.111 -0.241 -1.302
H -0.562 1.141 1.356
H -1.929 -0.257 -0.746
H -2.441 -0.159 0.957
H -0.466 -2.031 0.809
H 1.320 0.476 -2.096
H 0.359 -0.962 -1.575
H 2.046 -0.761 -1.081

- charge = +1
- energy relative to the best compared isomer or geometry (same formula, charge and spin) (kcal per mole) = 28.8
- expectation value of S² = 0.774
- gap between HOMO and LUMO (alpha / beta) (eV) = 12.68 / 6.94
- multiplicity = 2


No. 8
This record from the OMol25 dataset describes the ion C25H26F6NO with charge -1 in a non-equilibrium geometry. The level of theory is ωB97M-V/def2-TZVPD.

Atoms and positions in Å:
C -2.871 0.565 3.255
C -2.614 -0.054 1.874
C -2.923 -1.544 2.002
C -3.552 0.571 0.834
C -1.164 0.206 1.433
C -0.394 -0.720 0.754
C 0.993 -0.522 0.579
C 1.838 -1.751 0.175
C 2.166 -1.979 -1.288
C 2.952 -3.218 -1.413
N 3.577 -4.166 -1.683
C 0.957 -2.087 -2.273
C 0.383 -0.899 -2.748
C -0.557 -0.919 -3.773
C -0.965 -2.144 -4.292
C -2.017 -2.176 -5.381
F -2.032 -3.353 -6.082
F -1.849 -1.175 -6.301
F -3.282 -2.016 -4.859
C -0.437 -3.340 -3.826
C 0.540 -3.312 -2.831
C 3.125 -1.775 1.033
F 3.822 -2.941 0.975
F 4.020 -0.797 0.633
F 2.840 -1.565 2.353
C 1.571 0.690 1.006
C 0.811 1.782 1.376
C 1.359 3.229 1.474
C 0.744 4.064 0.341
C 2.878 3.250 1.325
C 1.022 3.859 2.829
C -0.634 1.570 1.546
O -1.401 2.551 1.732
H -2.735 1.648 3.239
H -3.893 0.340 3.572
H -2.177 0.138 3.985
H -2.897 -2.054 1.035
H -2.215 -2.022 2.689
H -3.931 -1.648 2.419
H -3.359 0.134 -0.153
H -4.595 0.378 1.106
H -3.383 1.651 0.774
H -0.817 -1.660 0.375
H 1.268 -2.613 0.535
H 2.775 -1.128 -1.657
H 0.722 0.056 -2.326
H -0.959 0.014 -4.157
H -0.759 -4.294 -4.239
H 0.993 -4.259 -2.517
H 2.660 0.763 0.984
H -0.343 4.115 0.447
H 1.158 5.077 0.357
H 0.978 3.604 -0.627
H 3.355 2.666 2.120
H 3.185 2.865 0.346
H 3.222 4.288 1.409
H 1.460 3.271 3.642
H 1.438 4.870 2.877
H -0.057 3.919 2.985

- charge = -1
- energy relative to the best compared isomer or geometry (same formula, charge and spin) (kcal per mole) = 8.1
- gap between HOMO and LUMO (eV) = 6.10
- SMILES = CC(C)(C)c1cc([C@@H]([C@@H](C#N)c2ccc(C(F)(F)F)cc2)C(F)(F)F)cc(C(C)(C)C)c1[O-]
- multiplicity = 1


Question: Which value of multiplicity does entry 1 give?
Answer: 1


Question: Number 8 is which compound?
Answer: C25H26F6NO


Question: The highest multiplicity belongs to which entry?
Answer: C3H5F7FeNbO2S